94
Properties=species:S:1:pos:R:3:forces:R:3 method="wB97M-V/def2-TZVPD" s_squared=0.770 homo_energy_ev="-3.19 / -5.11" relative_energy_kcal_mol=0.00 spin_multiplicity=2 homo_lumo_gap_ev="5.53 / 7.26" lumo_ev="2.348 / 2.151" total_charge=-1
In -1.407344 1.346790 0.965470 -0.2 -0.1 -0.6
O -2.073204 -0.666736 -3.140637 0.1 0.1 -0.1
C -1.783552 0.363771 -3.965211 0.0 0.0 0.0
C -1.901947 0.151841 -5.338952 0.0 0.0 0.0
C -1.609466 1.166300 -6.229284 0.0 0.0 0.0
C -1.196458 2.413318 -5.769434 0.0 0.0 0.0
C -1.110815 2.636356 -4.407073 -0.1 0.0 0.0
C -1.408638 1.632018 -3.489939 -0.1 -0.1 0.0
C -1.401576 1.900032 -2.029698 0.1 -0.1 0.0
O -1.201598 0.890980 -1.232572 0.2 -0.3 0.0
N -1.617490 3.117413 -1.631026 0.0 0.3 0.3
N -1.699753 3.147422 -0.257910 0.3 0.4 -0.2
C -1.546212 4.294761 0.373509 0.0 -0.2 -0.5
C -1.630731 4.258142 1.767300 -0.1 0.0 0.4
C -1.355018 5.381010 2.588495 -0.1 -0.1 0.0
C -1.422910 5.267713 3.943072 0.0 -0.2 0.1
C -1.766064 4.008802 4.510612 0.0 0.2 0.0
C -1.996593 2.955055 3.676082 -0.1 0.0 -0.2
N -1.958751 3.036324 2.324688 0.4 0.1 0.8
H -1.833288 -0.374561 -2.229583 0.0 0.0 0.0
H -2.217464 -0.825947 -5.677764 0.0 0.0 0.0
H -1.696784 0.982370 -7.293808 0.0 0.0 0.0
H -0.954757 3.204378 -6.467690 0.0 0.0 0.0
H -0.820602 3.602991 -4.016439 0.0 0.0 0.0
H -1.322406 5.210078 -0.162894 0.0 0.0 -0.1
H -1.081419 6.314674 2.113506 0.0 0.0 0.0
H -1.210044 6.119818 4.576209 0.0 0.0 0.0
H -1.841244 3.869894 5.580081 0.0 0.0 0.0
H -2.242593 1.982666 4.079563 0.0 0.1 0.0
C -1.504670 -4.509861 -2.248790 0.0 0.0 0.0
Sb -0.411037 -2.951138 -1.241319 -0.1 0.1 0.1
C 0.175770 -4.248206 0.374596 0.0 -0.1 0.0
C 1.444251 -3.293501 -2.328514 0.0 0.0 0.1
C 1.488329 -2.542561 -3.620731 0.0 0.0 0.0
C 0.687295 -2.982226 -4.676044 0.0 0.0 0.0
C 0.647923 -2.319953 -5.888962 0.0 0.0 0.0
C 1.411034 -1.174694 -6.064538 0.0 0.0 0.0
C 2.213426 -0.730123 -5.030159 0.0 0.0 0.0
C 2.282837 -1.401280 -3.806162 -0.1 0.1 0.0
C 3.183781 -0.861985 -2.745001 0.1 0.0 0.0
Sb 2.172549 0.260710 -1.161338 0.0 -0.2 0.0
C 1.882097 1.983602 -2.398353 0.0 0.0 0.0
C 4.063542 0.946043 -0.373214 0.0 0.0 0.0
H -0.852717 -5.355736 -2.471696 0.0 0.0 0.0
H -1.940508 -4.125730 -3.169798 0.0 0.0 0.0
H -2.313810 -4.842762 -1.599670 0.0 0.0 0.0
H 0.656755 -5.146817 -0.014702 0.0 0.0 0.0
H -0.705813 -4.538619 0.948894 0.0 0.0 0.0
H 0.860509 -3.721508 1.037362 0.0 0.0 0.0
H 1.510963 -4.371808 -2.491364 0.0 0.0 0.0
H 2.247066 -3.014754 -1.647458 0.0 0.0 0.0
H 0.078839 -3.868319 -4.531985 0.0 0.0 0.0
H 0.010836 -2.684683 -6.684901 0.0 0.0 0.0
H 1.372339 -0.623751 -6.995430 0.0 0.0 0.0
H 2.816321 0.161144 -5.166558 0.0 0.0 0.0
H 3.916171 -0.188563 -3.193991 0.0 0.0 0.1
H 3.732835 -1.659324 -2.238349 0.0 0.0 0.0
H 2.850256 2.411633 -2.662559 0.0 0.0 0.0
H 1.279970 2.726619 -1.875658 0.0 0.0 0.0
H 1.351586 1.688864 -3.303554 0.0 0.0 0.0
H 4.807071 0.984335 -1.170480 0.0 0.0 0.0
H 4.418926 0.288098 0.419682 0.0 0.0 0.0
H 3.924907 1.944610 0.041349 0.0 0.0 0.0
C 3.908380 1.223733 4.676249 0.0 0.0 0.0
C 3.671943 0.646725 3.298515 0.0 0.1 0.0
O 2.426810 -0.069043 3.242836 0.0 -0.2 -0.2
P 1.037244 0.634741 2.875166 0.1 0.4 0.2
S 1.253220 2.272497 1.805637 0.0 0.0 -0.1
S -0.136888 -0.747158 2.047621 -0.2 0.1 -0.1
O 0.431429 1.102297 4.286769 0.1 -0.1 0.0
C -0.150640 0.190433 5.233810 0.0 0.0 0.0
C 0.882870 -0.372180 6.185061 0.0 0.0 0.0
H 4.910167 1.652768 4.733272 0.0 0.0 0.0
H 3.820399 0.449856 5.439367 0.0 0.0 0.0
H 3.182558 2.008719 4.891365 0.0 0.0 0.0
H 4.435547 -0.082219 3.027787 0.0 0.0 0.0
H 3.659655 1.431846 2.540918 0.0 0.0 0.0
H -0.662728 -0.606626 4.694011 0.0 0.0 0.0
H -0.900795 0.775719 5.765710 0.0 0.0 0.0
H 1.594596 -1.005224 5.655519 0.0 0.0 0.0
H 0.387351 -0.973776 6.948731 0.0 0.0 0.0
H 1.431255 0.431361 6.678369 0.0 0.0 0.0
F -3.025005 -4.608856 4.179084 0.0 0.0 0.0
C -3.160334 -3.530499 3.400874 0.0 0.1 0.0
C -3.061841 -2.261217 3.939530 0.0 0.0 0.0
F -2.825118 -2.112239 5.250457 0.0 0.0 0.0
C -3.196717 -1.155889 3.122045 0.0 0.0 0.0
F -3.069766 0.049309 3.691281 0.0 0.0 0.0
C -3.428858 -1.251618 1.755277 0.0 0.0 -0.2
S -3.553567 0.128643 0.678353 -0.4 -0.2 0.3
C -3.555385 -2.545491 1.253984 0.0 0.0 0.0
F -3.820689 -2.741115 -0.039559 0.1 0.0 0.0
C -3.414090 -3.669311 2.048122 0.0 0.1 0.0
F -3.521911 -4.891633 1.514546 0.0 0.0 0.0